{
  "formula": "C6H7Br2N4",
  "method": "wB97M-V/def2-TZVPD",
  "species": ["C", "C", "N", "N", "C", "Br", "C", "C", "N", "N", "C", "Br", "H", "H", "H", "H", "H", "H", "H"],
  "coordinates": [[2.0438, 3.0306, -0.0264], [1.2675, 1.7732, -0.0141], [-0.0719, 1.7307, -0.0362], [-0.4844, 0.5388, 0.0078], [-1.6092, -0.2229, 0.0550], [-3.2560, 0.6014, -0.0849], [-1.2712, -1.5527, 0.0114], [-2.1385, -2.7072, -0.0416], [0.0187, -1.6010, 0.0442], [0.6415, -0.4024, 0.0485], [1.7356, 0.4103, 0.0692], [3.4400, -0.3285, -0.0992], [2.0270, 3.5807, 0.9795], [3.0209, 3.0283, -0.3096], [1.3365, 3.6621, -0.7750], [-3.1687, -2.4140, 0.3974], [-1.7337, -3.4308, 0.7631], [-2.2297, -3.1392, -1.1031], [0.4320, -2.5574, 0.1140]],
  "lowdin_charge": [-0.0156, -0.2972, 0.1670, -0.0644, -0.6368, 0.8908, -0.3759, -0.0129, 0.1440, 0.0327, -0.6031, 0.8548, 0.1241, 0.0343, 0.1531, 0.1169, 0.1273, 0.1356, 0.2254],
  "gap_ev": 8.78,
  "total_charge": 1,
  "smiles": "Cc1nn2c(Br)c(C)[nH][n+]2c1Br",
  "lumo_ha": -0.130,
  "total_energy_ha": -5599.4947,
  "e_homo_ev": -12.329
}